[1]
Entry from the OMol25 dataset: a cluster of 2 separate species, C4H12NOS in total (wB97M-V/def2-TZVPD).

XYZ file:
```
19
Properties=species:S:1:pos:R:3
S -1.863 1.849 1.335
O -0.774 0.664 -1.228
N 0.770 -0.351 -2.686
C -0.584 -0.400 -2.013
C -0.183 -0.362 1.674
C -0.198 1.156 1.555
C 1.202 -0.907 1.328
H -0.512 -0.667 2.659
H 0.377 1.445 0.685
H 1.037 0.614 -2.482
H -1.366 -0.491 -2.814
H -0.885 -0.786 0.959
H -0.620 -1.363 -1.461
H 1.388 -0.689 0.281
H 1.987 -0.413 1.899
H 0.612 -0.370 -3.688
H -1.895 1.453 0.032
H 1.293 -1.977 1.501
H 0.213 1.595 2.463
```

net charge: -1
Kohn-Sham gap: 6.818 eV
energy above the lowest of the compared OMol25 structures with the same formula, charge and spin: 26.42 kcal per mole

Atom charges from the natural (NBO) analysis, given in e for atoms 1 to 6:
1 S -0.200
2 O -0.967
3 N -0.914
4 C 0.146
5 C -0.409
6 C -0.501



[2]
Entry from the OMol25 dataset: a structure of composition C24H27F10MgN5O18S2 at a distorted geometry (wB97M-V/def2-TZVPD).

XYZ file:
```
87
Properties=species:S:1:pos:R:3
S -2.059 2.817 -2.475
S 1.637 0.354 2.533
Mg -0.261 1.270 -0.058
F -2.147 0.482 -5.976
F 1.481 -4.782 1.986
F -4.337 4.270 -2.391
F -3.050 4.798 -0.870
F -4.146 2.835 -0.829
F 3.409 1.543 4.037
F -4.111 -0.884 -0.814
F 3.462 2.275 2.036
F 1.916 2.974 3.483
F 6.584 -2.706 0.385
O -2.179 -2.605 2.189
O 0.149 -2.939 2.184
O -3.295 -2.759 -1.963
O -0.261 -1.518 -4.198
O 3.395 -2.875 -0.145
O 1.009 0.875 1.310
O -1.139 3.863 -2.952
O -2.572 -4.929 -2.037
O -4.172 -4.189 -0.544
O 0.699 0.125 3.635
O -1.054 -3.749 3.795
O 3.441 -4.987 -0.945
O -2.035 -1.738 -5.412
O -2.684 2.119 -3.602
O -1.425 1.872 -1.494
O 2.528 -0.717 2.148
O -1.078 -3.654 -4.730
O 5.182 -3.540 -1.143
N 0.121 -0.442 -1.032
N -0.819 3.155 0.939
N -1.840 0.558 0.937
N 1.470 2.247 -1.057
N 1.559 5.565 1.066
C 3.706 5.379 2.542
C 3.249 4.185 -1.398
C 4.391 -1.915 0.124
C -3.279 -4.011 -1.570
C -1.013 3.984 1.707
C -1.243 4.974 2.747
C -3.488 3.740 -1.545
C 2.669 1.914 3.081
C -0.436 -0.284 -4.811
C -1.144 -2.395 -4.692
C 0.213 -1.571 -1.190
C 2.242 3.137 -1.181
C 0.068 -4.619 3.779
C 3.923 -3.903 -0.762
C -4.436 -2.058 -1.334
C 1.020 -3.881 2.833
C 0.369 -3.057 -1.497
C 5.682 -2.369 -0.530
C 2.485 5.464 1.765
C -1.146 -3.089 2.657
C -1.887 -0.398 -5.028
C -4.823 -3.017 -0.240
C -3.776 -0.179 2.559
C -2.706 0.244 1.632
H -0.626 -3.465 -1.671
H -4.629 -0.431 1.929
H 6.041 -1.561 -1.167
H -2.324 4.996 2.886
H 3.783 4.303 -0.455
H 0.868 -3.643 -0.725
H 3.800 6.283 3.143
H 2.624 5.072 -1.503
H -0.841 5.927 2.404
H -2.462 -0.046 -4.172
H -4.450 -2.627 0.708
H -0.213 -5.575 3.337
H 1.838 -3.337 3.306
H 4.498 -1.733 1.193
H -3.615 -1.027 3.225
H 0.908 -3.223 -2.430
H -4.052 0.674 3.180
H 4.603 5.094 1.991
H -5.905 -3.059 -0.114
H 3.959 3.983 -2.200
H 0.445 -4.787 4.788
H -0.734 4.658 3.657
H 3.620 4.536 3.227
H -0.308 0.624 -4.221
H 4.163 -0.894 -0.182
H 0.192 -0.140 -5.691
H -5.201 -1.864 -2.086
```

Kohn-Sham gap: 9.549 eV

Atom charges from the Löwdin analysis, given in e for atoms 1 to 6:
1 S 0.588
2 S 0.557
3 Mg 0.276
4 F 0.105
5 F 0.101
6 F 0.152



Which of these has the lowest Kohn-Sham gap?
C4H12NOS



What did the first record say?
Entry from the OMol25 dataset: a cluster of 2 separate species, C4H12NOS in total (wB97M-V/def2-TZVPD).

XYZ file:
```
19
Properties=species:S:1:pos:R:3
S -1.863 1.849 1.335
O -0.774 0.664 -1.228
N 0.770 -0.351 -2.686
C -0.584 -0.400 -2.013
C -0.183 -0.362 1.674
C -0.198 1.156 1.555
C 1.202 -0.907 1.328
H -0.512 -0.667 2.659
H 0.377 1.445 0.685
H 1.037 0.614 -2.482
H -1.366 -0.491 -2.814
H -0.885 -0.786 0.959
H -0.620 -1.363 -1.461
H 1.388 -0.689 0.281
H 1.987 -0.413 1.899
H 0.612 -0.370 -3.688
H -1.895 1.453 0.032
H 1.293 -1.977 1.501
H 0.213 1.595 2.463
```

net charge: -1
Kohn-Sham gap: 6.818 eV
energy above the lowest of the compared OMol25 structures with the same formula, charge and spin: 26.42 kcal per mole

Atom charges from the natural (NBO) analysis, given in e for atoms 1 to 6:
1 S -0.200
2 O -0.967
3 N -0.914
4 C 0.146
5 C -0.409
6 C -0.501